1.
Computed, not measured: C3H7NO2 as an isolated structure in a non-equilibrium geometry, with ωB97M-V/def2-TZVPD.

max |F|	1.0	eV/Å
Kohn-Sham gap	9.83	eV
highest occupied orbital energy	-0.336	Ha
energy above the lowest of the compared OMol25 structures with the same formula, charge and spin	446.7	kJ/mol
E	-323.6108	hartree

Structure (ORCA input):
```
! RIJCOSX wB97M-V def2-TZVPD def2/J DEFGRID3
* xyz 0 1
O 0.76 1.30 -1.26
C -0.22 0.31 -1.38
C -0.03 -0.86 -0.41
N -0.47 -0.55 0.96
C 0.27 0.43 2.01
O 1.05 1.23 1.57
H 0.88 1.50 -0.31
H -0.15 -0.07 -2.41
H -1.25 0.72 -1.26
H 1.03 -1.10 -0.37
H -0.58 -1.74 -0.76
H -1.48 -0.51 1.10
H -0.05 -0.81 2.15
*
```

***

2.
Computed, not measured: one molecule with the formula C4H6OS2 in a non-equilibrium geometry, with ωB97M-V/def2-TZVPD.

max |F|	2.8	eV/Å
Kohn-Sham gap	8.26	eV
highest occupied orbital energy	-0.322	Ha
energy above the lowest of the compared OMol25 structures with the same formula, charge and spin	326.6	kJ/mol
E	-1027.5071	hartree

Structure (ORCA input):
```
! RIJCOSX wB97M-V def2-TZVPD def2/J DEFGRID3
* xyz 0 1
C 2.21 -0.46 -0.58
C 1.06 -1.11 -0.26
C 2.43 0.28 0.79
C -2.97 -0.15 -1.00
O 2.98 -0.37 -1.49
S -1.56 0.46 0.14
S -0.34 -1.28 0.39
H 2.93 -0.36 1.52
H 1.55 0.80 1.20
H 3.02 1.07 0.43
H -2.35 -0.76 -1.68
H -3.25 0.80 -1.51
H -3.60 -0.61 -0.24
*
```

***

3.
Computed, not measured: one molecule with the formula C5H8O, with ωB97M-V/def2-TZVPD.

SMILES string	CCC#CCO
max |F|	0.5	eV/Å
Kohn-Sham gap	10.49	eV
highest occupied orbital energy	-0.354	Ha
energy above the lowest of the compared OMol25 structures with the same formula, charge and spin	222.9	kJ/mol
E	-270.4730	hartree

Structure (ORCA input):
```
! RIJCOSX wB97M-V def2-TZVPD def2/J DEFGRID3
* xyz 0 1
C -1.66 0.91 -0.19
C -1.68 -0.58 -0.55
C -0.28 -0.97 -0.34
C 0.89 -0.83 -0.07
C 2.27 -0.51 0.30
O 2.35 0.40 1.38
H -0.94 1.41 -0.85
H -2.63 1.39 -0.28
H -1.30 1.01 0.84
H -2.37 -1.13 0.11
H -2.02 -0.74 -1.58
H 2.79 -0.12 -0.59
H 2.80 -1.41 0.63
H 1.79 1.16 1.18
*
```

***

4.
Computed, not measured: C5H5Br15 as an isolated structure in a non-equilibrium geometry, with ωB97M-V/def2-TZVPD.

max |F|	1.8	eV/Å
Kohn-Sham gap	9.51	eV
highest occupied orbital energy	-0.373	Ha
energy above the lowest of the compared OMol25 structures with the same formula, charge and spin	134.1	kJ/mol
E	-38803.6232	hartree

Structure (ORCA input):
```
! RIJCOSX wB97M-V def2-TZVPD def2/J DEFGRID3
* xyz 0 1
C -0.08 0.11 -1.27
Br -0.27 -0.69 0.49
Br -0.59 2.08 -1.16
Br -1.35 -0.67 -2.55
H 0.95 0.06 -1.62
C -3.96 1.91 5.70
Br -4.93 1.10 4.31
Br -4.74 1.14 7.36
Br -4.03 3.81 5.94
H -2.92 1.64 5.51
C 5.37 1.04 3.33
Br 4.92 -0.40 4.53
Br 7.19 1.69 3.59
Br 4.03 2.55 3.37
H 5.33 0.62 2.33
C 5.28 2.45 -5.63
Br 3.52 2.77 -6.42
Br 6.13 0.67 -6.01
Br 5.21 2.80 -3.66
H 5.86 3.27 -6.06
C -6.08 -5.56 -2.42
Br -6.98 -3.96 -1.64
Br -6.14 -5.85 -4.38
Br -6.72 -7.11 -1.42
H -5.00 -5.48 -2.24
*
```

***

5.
Computed, not measured: C12H32ClO16S4 as an isolated structure in a non-equilibrium geometry, with ωB97M-V/def2-TZVPD.

max |F|	18.4	eV/Å
Kohn-Sham gap	7.12	eV
highest occupied orbital energy	-0.173	Ha
energy above the lowest of the compared OMol25 structures with the same formula, charge and spin	1999.4	kJ/mol
E	-3732.2625	hartree

Structure (ORCA input):
```
! RIJCOSX wB97M-V def2-TZVPD def2/J DEFGRID3
* xyz -1 1
Cl 16.87 15.32 -23.31
O 16.20 14.57 -22.31
O 18.23 14.98 -23.38
O 16.25 15.10 -24.59
O 16.78 16.73 -23.00
O 13.89 10.69 -22.91
S 14.36 11.81 -23.69
O 14.44 11.80 -25.16
O 13.59 13.21 -23.19
C 13.80 14.36 -23.99
C 12.61 14.36 -25.00
C 16.03 12.22 -23.01
H 14.69 14.36 -24.61
H 13.82 15.26 -23.38
H 11.68 14.38 -24.44
H 12.59 13.53 -25.70
H 12.59 15.31 -25.53
H 16.54 11.25 -23.01
H 15.85 12.64 -22.02
H 16.63 12.81 -23.70
O 22.12 13.55 -22.87
S 21.18 14.48 -22.25
O 21.69 15.30 -21.10
O 20.66 15.54 -23.40
C 20.73 14.96 -24.73
C 20.29 16.07 -25.53
C 19.66 13.53 -21.83
H 19.95 14.21 -24.85
H 21.71 14.61 -25.08
H 19.82 15.75 -26.46
H 21.07 16.80 -25.73
H 19.49 16.64 -25.06
H 20.07 12.67 -21.30
H 19.07 13.30 -22.71
H 18.97 14.11 -21.21
O 19.31 12.67 -20.42
S 18.54 13.60 -19.58
O 17.65 13.01 -18.56
O 19.56 14.77 -18.93
C 19.88 14.72 -17.54
C 19.11 15.80 -16.71
C 17.47 14.57 -20.76
H 20.94 14.97 -17.53
H 19.78 13.73 -17.10
H 19.17 16.79 -17.17
H 19.42 16.04 -15.69
H 18.05 15.57 -16.84
H 18.05 15.13 -21.50
H 16.86 15.29 -20.22
H 16.67 14.04 -21.29
O 15.08 15.05 -20.22
S 14.97 16.54 -20.30
O 13.82 17.14 -21.00
O 15.16 17.26 -18.88
C 15.81 16.57 -17.86
C 16.69 17.46 -17.08
C 16.47 17.27 -21.12
H 16.18 15.58 -18.14
H 14.97 16.22 -17.26
H 17.70 17.07 -17.14
H 16.63 17.44 -15.99
H 16.53 18.51 -17.31
H 16.30 17.89 -21.99
H 16.94 16.37 -21.52
H 17.10 17.71 -20.34
*
```

***

6.
Computed, not measured: one molecule with the formula C2H2N2S in a non-equilibrium geometry, with ωB97M-V/def2-TZVPD.

SMILES string	N#C/C=N\S
max |F|	3.4	eV/Å
Kohn-Sham gap	9.36	eV
highest occupied orbital energy	-0.356	Ha
energy above the lowest of the compared OMol25 structures with the same formula, charge and spin	147.7	kJ/mol
E	-585.0447	hartree

Structure (ORCA input):
```
! RIJCOSX wB97M-V def2-TZVPD def2/J DEFGRID3
* xyz 0 1
C -0.63 1.03 -0.01
C -1.49 -0.14 0.00
H 2.76 -0.15 0.17
H -0.94 2.07 -0.05
N 0.67 0.91 0.02
N -2.48 -0.75 0.02
S 1.47 -0.52 -0.02
*
```

***

7.
Computed, not measured: a 2-piece molecular cluster, C2H10N8 overall in a non-equilibrium geometry, with ωB97M-V/def2-TZVPD.

<S²>	2.0077
max |F|	4.7	eV/Å
Kohn-Sham gap (alpha / beta)	8.49 / 7.16	eV
highest occupied orbital energy (alpha / beta)	-0.570 / -0.668	Ha
energy above the lowest of the compared OMol25 structures with the same formula, charge and spin	0.0	kJ/mol
E	-519.4221	hartree

Structure (ORCA input):
```
! RIJCOSX wB97M-V def2-TZVPD def2/J DEFGRID3
* xyz 2 3
C 1.88 0.78 0.49
C -1.55 0.50 -0.08
N 1.44 1.23 1.57
N -0.03 -2.49 0.63
N -0.82 -1.52 0.46
N -1.28 1.77 -0.50
N 2.08 0.52 -0.63
N -0.45 -0.28 0.23
N -2.83 0.02 -0.03
N 2.32 -0.37 -1.49
H 1.91 1.99 2.06
H -0.45 -3.35 0.64
H -0.28 1.99 -0.60
H -1.84 2.17 -1.27
H 0.95 -2.59 0.34
H -3.57 0.60 -0.26
H -2.93 -0.94 0.38
H 2.95 -1.12 -1.31
H 2.17 -0.10 -2.47
H 0.36 1.19 1.84
*
```

***

8.
Computed, not measured: C30H53BCuN10O3S as an isolated structure, with ωB97M-V/def2-TZVPD.

max |F|	0.5	eV/Å
Kohn-Sham gap	6.72	eV
highest occupied orbital energy	-0.165	Ha
energy above the lowest of the compared OMol25 structures with the same formula, charge and spin	0.0	kJ/mol
E	-4012.0158	hartree

Structure (ORCA input):
```
! RIJCOSX wB97M-V def2-TZVPD def2/J DEFGRID3
* xyz -1 1
Cu 0.09 -0.27 -0.50
C 1.54 -2.65 -2.98
C 2.31 -2.86 -1.68
C 1.43 -3.55 -0.63
C 2.88 -1.58 -1.14
C 4.23 -1.27 -0.89
C 4.21 -0.01 -0.32
C 5.40 0.69 0.28
C 5.29 0.74 1.81
C 5.75 2.05 -0.31
N 2.92 0.40 -0.27
N 2.12 -0.57 -0.77
B 2.29 1.62 0.44
N 1.70 1.18 1.79
N 1.10 -0.04 1.85
C 0.53 -0.14 3.03
C 0.73 1.04 3.77
C 1.47 1.86 2.94
C 1.84 3.29 3.22
C 1.14 4.27 2.28
C 3.34 3.57 3.30
C -0.17 -1.40 3.46
C 0.85 -2.47 3.84
C -1.11 -1.92 2.37
N 1.11 2.27 -0.39
N -0.15 1.91 -0.01
C -0.99 2.77 -0.57
C -0.27 3.69 -1.36
C 1.06 3.33 -1.22
C 2.24 3.97 -1.90
C 3.12 2.92 -2.59
C 3.05 4.89 -0.99
C -2.47 2.67 -0.32
C -2.78 1.82 0.90
C -3.21 2.15 -1.55
H 1.14 -3.60 -3.34
H 0.71 -1.97 -2.81
H 2.18 -2.23 -3.75
H 3.18 -3.51 -1.88
H 0.50 -3.01 -0.48
H 1.16 -4.56 -0.97
H 1.94 -3.63 0.33
H 5.09 -1.88 -1.07
H 6.23 0.02 0.04
H 4.42 1.32 2.11
H 5.16 -0.27 2.22
H 6.18 1.19 2.24
H 5.00 2.80 -0.06
H 6.71 2.39 0.10
H 5.84 2.01 -1.39
H 3.13 2.45 0.60
H 0.37 1.27 4.76
H 1.43 3.46 4.23
H 1.53 4.18 1.27
H 0.07 4.08 2.24
H 1.30 5.30 2.61
H 3.81 3.50 2.32
H 3.51 4.58 3.68
H 3.84 2.86 3.96
H -0.76 -1.15 4.35
H 1.47 -2.72 2.98
H 1.51 -2.13 4.64
H 0.35 -3.39 4.17
H -0.56 -2.14 1.46
H -1.60 -2.85 2.68
H -1.89 -1.20 2.12
H -0.65 4.55 -1.90
H 1.80 4.60 -2.68
H 3.59 2.26 -1.86
H 2.53 2.29 -3.25
H 3.91 3.41 -3.17
H 3.53 4.34 -0.18
H 3.83 5.40 -1.56
H 2.41 5.65 -0.53
H -2.81 3.70 -0.12
H -2.52 0.78 0.72
H -2.22 2.15 1.78
H -3.85 1.86 1.12
H -2.87 1.14 -1.78
H -4.29 2.10 -1.35
H -3.06 2.80 -2.41
C -3.20 -2.15 -2.67
S -2.69 -2.06 -0.97
O -1.99 -3.31 -0.70
O -3.89 -1.83 -0.20
O -1.79 -0.89 -0.95
H -3.86 -3.00 -2.78
H -2.32 -2.26 -3.29
H -3.72 -1.23 -2.92
N -3.20 2.07 -5.60
C -2.10 1.88 -4.81
N -1.45 3.01 -4.40
N -1.76 0.66 -4.52
C -0.73 0.58 -3.67
N 0.16 0.50 -2.94
H -3.19 2.88 -6.21
H -3.55 1.22 -6.02
H -2.00 3.85 -4.35
H -0.82 2.89 -3.61
*
```

***

Q: E of number 4 (C5H5Br15)?
A: -38803.6232 hartree

***

Q: Look up the E of the seventh one.
A: -519.4221 hartree

***

Q: Number 1 is which compound?
A: C3H7NO2